Version 1
The following is a quantum chemistry calculation of C4H9NOS in the gas phase, from OMol25.

```
! wB97M-V def2-TZVPD RIJCOSX def2/J DEFGRID3
* xyz 0 1
O -1.671 0.709 1.922
C -1.103 -0.356 1.859
N -0.447 -0.817 0.759
C -0.144 0.050 -0.373
C 1.264 0.623 -0.316
S 1.717 1.397 1.260
C -0.360 -0.716 -1.678
H -1.049 -1.052 2.708
H -0.260 -1.804 0.683
H -0.850 0.874 -0.344
H 2.056 -0.054 -0.615
H 1.336 1.434 -1.041
H 0.778 2.349 1.197
H -1.408 -1.000 -1.776
H 0.321 -1.562 -1.709
H -0.177 -0.074 -2.537
*
```

Summary:
E_HOMO in eV: -9.04
Gap between HOMO and LUMO in eV: 9.84
SMILES: C[C@H](CS)NC=O

Version 2
The following is a quantum chemistry calculation of C4H9NOS in the gas phase, from OMol25.

```
! wB97M-V def2-TZVPD RIJCOSX def2/J DEFGRID3
* xyz 0 1
C -1.920 2.034 -0.039
C -1.256 0.989 -0.473
C -0.392 -1.441 -0.361
C -0.471 -0.045 0.185
N 2.268 -0.938 0.605
O 1.841 1.564 0.601
S 1.642 0.432 -0.247
H -2.470 2.657 -0.689
H -1.815 2.371 0.957
H -1.398 0.839 -1.526
H -1.154 -2.150 -0.356
H 0.334 -1.959 0.221
H 0.042 -1.472 -1.306
H -0.602 -0.136 1.264
H 3.118 -0.982 1.087
H 2.234 -1.763 0.079
*
```

Summary:
E_HOMO in eV: -8.04
Gap between HOMO and LUMO in eV: 8.63

Referenced to the most stable arrangement, the calculated values in hartree are version 1 0.0000; version 2 0.1214.